*P*
Here is a 2-piece molecular cluster, C2O2S overall from the Open Molecules 2025 dataset. Energies are from ωB97M-V with the def2-TZVPD basis set.

Each line ends with the Löwdin charge.
CARTESIAN COORDINATES (ANGSTROEM)
S1 -1.46665 -1.50453 -1.10373  0.797
O1 -0.98614 0.06063 1.01862  0.057
O2 1.83234 1.09007 -0.02337  0.079
C1 1.05903 0.37895 -0.45286  0.013
C2 -1.28548 -0.68422 0.18635  -0.946

Properties
net charge	0
HOMO level	-0.3951	hartree
Kohn-Sham gap	11.37	eV

***

*Q*
Here is a 2-piece molecular cluster, C2O2S overall from the Open Molecules 2025 dataset. Energies are from ωB97M-V with the def2-TZVPD basis set.

Each line ends with the Löwdin charge.
CARTESIAN COORDINATES (ANGSTROEM)
S1 -2.33412 -0.55590 0.06433  0.821
O1 1.76922 -0.69017 0.49579  0.016
O2 -0.34335 1.23874 -0.01470  0.073
C1 2.13013 -0.47536 -0.55327  0.012
C2 -1.22188 0.48268 0.00785  -0.921

Properties
net charge	0
HOMO level	-0.4007	hartree
Kohn-Sham gap	11.62	eV

***

Most stable pick: *Q*. Distance to second place: 6.0 kcal/mol.